[1]
ORCA calculation (wB97M-V/def2-TZVPD) on an isolated molecule of C8H15BO5 at a distorted geometry.

XYZ file:
```
29
Properties=species:S:1:pos:R:3:forces:R:3:mulliken_charge:R:1
C -1.588805 -3.287326 -1.092328 -0.212 0.818 -0.964 -0.9560
C -0.860286 -1.787095 -0.970933 -1.978 -0.067 -1.040 -0.2108
O -0.604078 -1.438865 0.432888 1.568 1.363 -1.221 -0.3225
C 0.583072 -0.590557 0.602658 2.179 -2.755 1.018 1.0184
C 1.895172 -1.609436 0.397992 1.019 1.387 -0.222 -1.3136
C 0.724445 -0.062618 2.183419 -2.619 -0.692 0.143 -0.6114
C -0.693050 -0.549050 2.925668 -4.345 4.766 1.798 0.1298
O -1.634925 0.347781 3.311603 6.120 -5.538 -2.374 -0.5072
O 0.752408 0.474445 -0.389524 -3.185 1.040 1.833 -0.3264
C -0.289069 1.500138 -0.332576 -4.236 0.016 2.201 0.2842
O -1.424448 1.482082 0.363215 7.123 -0.505 -3.857 -0.4610
B -0.059452 2.842515 -1.312051 0.026 0.147 -1.992 0.2765
C 0.522168 4.289156 -0.790250 0.157 0.633 -0.607 -0.7958
O -0.394421 2.711951 -2.758269 1.823 -1.276 3.114 -0.5121
H -2.338090 -3.177705 -2.013408 1.625 -0.336 1.971 0.3004
H -2.255395 -3.543710 -0.157468 1.637 0.560 -1.783 0.2609
H -0.830553 -4.137012 -1.382974 -1.482 1.672 0.935 0.2577
H -1.680757 -1.014858 -1.363337 1.790 -1.526 0.844 0.2148
H 0.053405 -1.674223 -1.692206 -1.474 -0.434 1.675 0.2716
H 1.701578 -2.682112 0.824137 0.110 2.173 -0.954 0.2646
H 2.782706 -1.124061 1.024242 -1.785 -1.128 -1.440 0.4217
H 2.274573 -1.611298 -0.733399 -1.038 -0.247 2.475 0.2989
H 1.578614 -0.611799 2.766775 -1.498 1.211 -1.434 0.4113
H 0.771851 1.106015 2.227337 -0.039 -2.386 0.032 0.2442
H -0.949413 -1.678786 3.151614 0.895 2.115 -0.645 0.2680
H 1.261586 4.691483 -1.632818 -1.590 -0.876 1.726 0.2317
H -0.364006 5.087935 -0.751633 1.957 -1.708 0.186 0.2790
H 1.137215 4.240673 0.208625 -1.520 0.172 -1.837 0.2636
H -0.072045 1.806331 -3.046999 -1.027 1.400 0.419 0.3195
```
Positions in Å, forces in eV/Å.

Properties
HOMO level: -9.5758 eV
strongest force on any atom: 8.588 eV/A
2S+1: 1
structure (SMILES): CCO[C@](C)(CC=O)OC(=O)B(C)O



[2]
ORCA calculation (wB97M-V/def2-TZVPD) on a structure of composition C32H37Cl3N8RuS.

XYZ file:
```
82
Properties=species:S:1:pos:R:3:forces:R:3:mulliken_spin:R:1
Ru -0.192737 1.174482 -1.056009 -0.346 -0.148 -0.631 4.2137
C 1.413885 -3.579460 1.690164 0.015 -0.009 -0.021 -0.0019
C 2.907450 -3.306184 1.872555 -0.026 -0.011 -0.006 -0.0014
C 3.230300 -3.353911 3.371528 -0.006 0.005 0.035 0.0000
C 3.684984 -4.407960 1.137881 0.021 -0.007 0.012 0.0000
C 3.320185 -1.950854 1.303829 -0.024 0.047 -0.042 0.0177
C 4.670834 -1.552549 1.385905 0.004 -0.086 0.008 0.0001
C 5.129720 -0.359617 0.873668 0.019 0.058 -0.022 -0.0024
C 4.214141 0.478172 0.240374 -0.100 -0.062 0.002 -0.0031
S 4.440185 2.040866 -0.488024 0.018 -0.062 0.057 0.0136
C 2.758761 2.094026 -0.869320 -0.208 -0.004 -0.020 0.0733
N 2.080780 1.037898 -0.508866 0.107 0.133 -0.009 0.0024
C 2.874005 0.103791 0.141693 -0.064 0.069 0.003 -0.0169
C 2.420640 -1.099433 0.687215 0.122 -0.017 0.063 -0.0276
C 2.077348 3.225781 -1.511875 0.182 -0.155 0.103 -0.0859
C 2.777825 4.353095 -1.936055 -0.124 0.088 -0.079 0.0041
C 2.078776 5.409086 -2.497067 -0.015 -0.052 0.018 0.0220
C 0.696976 5.326113 -2.629313 -0.013 0.025 -0.017 -0.0110
C 0.012857 4.191157 -2.208476 -0.019 -0.054 -0.055 -0.0713
C 0.685656 3.113522 -1.638949 -0.042 0.064 0.198 0.2209
H 1.168814 -4.548877 2.125109 -0.005 0.004 0.004 0.0000
H 1.142414 -3.624703 0.632651 0.009 0.004 0.001 0.0011
H 0.795784 -2.825720 2.179467 -0.018 0.030 0.038 -0.0003
H 2.936157 -4.319730 3.785736 0.001 -0.003 -0.006 0.0000
H 2.687361 -2.575100 3.911022 -0.008 0.001 -0.007 0.0000
H 4.295196 -3.222541 3.565034 0.009 0.007 -0.012 0.0000
H 3.411699 -5.386769 1.535343 -0.006 0.002 0.001 0.0000
H 4.763183 -4.290546 1.250343 -0.003 -0.006 0.007 0.0000
H 3.454452 -4.399081 0.070120 -0.001 0.006 -0.001 0.0000
H 5.381718 -2.210311 1.868248 0.011 0.014 0.006 -0.0003
H 6.172896 -0.087261 0.962359 -0.003 0.006 -0.001 0.0011
H 1.368731 -1.339597 0.634537 -0.022 0.013 -0.006 0.0414
H 3.855311 4.418749 -1.837149 0.012 -0.045 0.032 0.0006
H 2.606593 6.291978 -2.831026 -0.003 0.005 -0.001 0.0014
H 0.151278 6.153282 -3.066300 0.000 -0.001 -0.004 -0.0010
H -1.064036 4.142661 -2.335860 0.002 0.040 -0.004 0.0083
Cl 0.314355 -0.367196 3.953709 -0.007 -0.037 -0.013 0.0000
C 1.323402 1.019538 3.562550 0.070 0.035 -0.029 0.0015
Cl 0.649416 1.987496 2.230321 -0.039 0.044 0.067 0.0096
H 2.300518 0.669830 3.247510 -0.010 -0.036 -0.002 -0.0004
H 1.387956 1.661422 4.432465 0.008 -0.008 0.002 0.0007
N -0.207451 -5.649689 -1.689066 0.011 0.010 0.019 0.0007
C 0.202776 -4.623264 -1.999981 -0.033 -0.070 -0.016 -0.0010
C 0.698460 -3.330801 -2.378065 0.024 0.019 0.004 0.0021
C 1.630362 -3.176126 -3.399306 -0.011 0.049 0.024 -0.0022
C 2.068332 -1.897278 -3.697800 -0.025 -0.024 0.047 0.0088
C 1.563685 -0.835128 -2.967599 0.055 0.006 -0.002 0.0109
N 0.669683 -0.984103 -1.987175 -0.050 0.091 -0.085 0.0032
C 0.241688 -2.205988 -1.699179 0.049 0.003 0.004 0.0141
H 1.997475 -4.038319 -3.938767 0.000 -0.006 0.001 -0.0002
H 2.792106 -1.721278 -4.480088 -0.002 -0.001 -0.008 -0.0001
H 1.890903 0.179320 -3.167926 -0.009 0.002 0.001 -0.0002
H -0.473966 -2.300431 -0.892517 -0.024 -0.013 -0.025 -0.0043
Cl -2.835945 1.743400 -3.088709 0.068 0.010 0.069 0.0545
C -1.206667 1.026500 -3.178553 0.097 -0.005 0.023 0.4960
H -0.630810 1.621225 -3.882878 0.072 -0.018 0.045 -0.0230
H -1.298241 -0.002687 -3.517414 -0.043 -0.007 0.036 -0.0205
C -5.827137 1.281102 -0.225472 0.013 0.006 -0.020 -0.0006
C -6.159536 0.135540 0.726124 -0.060 -0.025 -0.040 0.0005
C -6.017500 0.555480 2.184110 0.028 0.026 0.028 0.0003
C -5.345096 -1.116823 0.394579 0.037 -0.062 -0.063 -0.0004
N -3.909237 -0.850872 0.317538 0.121 0.024 0.027 0.0037
C -3.150826 -0.590820 -0.743150 -0.050 0.007 0.014 0.0317
N -1.939347 -0.314321 -0.316930 0.129 0.179 0.195 -0.0414
N -1.978629 -0.407117 1.034256 0.061 -0.048 -0.027 0.0060
N -3.149658 -0.725110 1.419509 -0.066 -0.063 0.014 0.0023
H -6.517284 2.110133 -0.072606 0.001 0.003 0.009 0.0003
H -5.900361 0.980712 -1.273465 -0.010 -0.011 0.001 0.0003
H -4.815226 1.659453 -0.055384 -0.001 0.003 0.001 0.0014
H -7.197676 -0.165164 0.553289 0.000 0.021 0.016 -0.0001
H -4.983201 0.804757 2.427390 -0.003 0.010 -0.007 -0.0003
H -6.337986 -0.235325 2.863245 0.013 -0.015 -0.007 0.0000
H -6.630430 1.435231 2.381444 -0.011 -0.005 -0.003 0.0000
H -5.628700 -1.508971 -0.582144 -0.005 -0.005 0.011 0.0002
H -5.477908 -1.904947 1.133993 -0.048 0.038 0.024 -0.0002
H -3.488098 -0.602583 -1.764537 -0.010 0.050 -0.012 0.0045
C -2.232304 4.647118 1.690842 0.003 0.026 0.012 0.0002
C -2.064765 3.514725 0.798092 -0.062 -0.066 -0.046 0.0165
N -1.927532 2.619636 0.094746 0.248 -0.062 0.046 0.0229
H -1.250206 5.000776 2.001871 -0.007 0.008 0.008 0.0026
H -2.800414 4.339503 2.566873 0.003 0.014 0.006 0.0003
H -2.759074 5.447028 1.173773 -0.001 0.005 0.009 0.0003
```
Positions in Å, forces in eV/Å.

Properties
total charge: +1
HOMO level (spin up / spin down): -9.3217 / -10.8140 eV
strongest force on any atom: 0.735 eV/A
2S+1: 6



[3]
ORCA calculation (wB97M-V/def2-TZVPD) on a cluster of 3 separate species, C5H9NO2 in total at a distorted geometry.

XYZ file:
```
17
Properties=species:S:1:pos:R:3:forces:R:3:mulliken_charge:R:1
C 0.331187 -0.435714 1.740376 0.194 -0.197 0.358 -0.6801
C -0.349864 -0.016932 0.719776 0.621 0.236 -0.476 -0.0133
C 0.290541 1.792603 -2.149136 -0.116 0.154 0.150 -1.0899
C -0.862175 0.496079 -0.361860 -0.113 0.210 0.061 -0.2786
C -0.523893 1.878759 -0.855455 0.149 -0.126 -0.039 -0.3414
N -2.480178 -0.999441 1.937402 -1.248 0.103 0.651 0.0796
O -3.652122 -0.834505 1.486521 1.152 -0.092 0.819 -0.5579
O -2.290955 -0.786931 3.176208 -0.575 -0.143 -1.235 -0.5250
H 1.298835 -0.905357 1.624356 0.100 0.005 -0.195 0.2373
H -0.122300 -0.461359 2.720660 -0.137 0.089 0.106 0.2869
H 0.608933 2.780011 -2.484311 0.021 0.081 -0.096 0.3175
H 1.173339 1.178451 -1.986415 0.095 -0.043 -0.028 0.3107
H -0.301466 1.333148 -2.939241 -0.004 -0.057 -0.109 0.3024
H 9.835681 -9.806562 -0.549262 0.045 -0.034 -0.009 -1.0000
H -1.576354 -0.064346 -0.947054 -0.111 -0.233 -0.017 0.3590
H 0.059028 2.400479 -0.093321 -0.081 0.014 0.005 0.3320
H -1.438237 2.451617 -1.039245 0.008 0.033 0.057 0.2608
```
Positions in Å, forces in eV/Å.

Properties
total charge: -2
HOMO level: 1.5719 eV
strongest force on any atom: 1.416 eV/A
2S+1: 1



[4]
ORCA calculation (wB97M-V/def2-TZVPD) on a cluster of 4 separate species, H7O3S in total at a distorted geometry.

XYZ file:
```
11
Properties=species:S:1:pos:R:3:forces:R:3:mulliken_charge:R:1
S -0.999238 -0.571757 2.003404 0.238 0.335 0.535 -0.8735
H -0.679902 -0.080854 3.233702 -0.186 -0.148 -0.426 -0.0176
H -0.911519 -0.690356 -2.170187 -0.755 0.034 -0.235 0.3155
H 0.414734 -0.236261 -2.345215 -0.065 0.350 -0.743 0.3326
O -0.391709 -0.321948 -2.894572 0.842 -0.373 1.058 -0.6616
H -0.203004 2.695185 -0.158158 -0.352 -0.828 0.287 0.2696
H -0.786398 1.320090 0.431526 0.201 0.071 0.318 0.2808
O -0.789987 1.937249 -0.324921 0.110 0.606 -0.464 -0.6005
H 1.332425 -0.698490 1.186655 -0.284 -0.591 -0.964 0.2809
H 1.361578 -2.137938 0.640078 0.287 1.619 -0.352 0.3132
O 1.653020 -1.214921 0.397688 -0.034 -1.076 0.985 -0.6394
```
Positions in Å, forces in eV/Å.

Properties
total charge: -1
HOMO level: -3.4404 eV
strongest force on any atom: 1.681 eV/A
2S+1: 1